[1]
Computed, not measured: a structure of composition C2H4LiORb in a non-equilibrium geometry, with the ωB97M-V functional and the def2-TZVPD basis.

```
9
Properties=species:S:1:pos:R:3
O -0.03661 -0.05221 1.15706
Li 1.42742 -0.73091 1.78528
C -1.00412 0.74461 1.64633
C -2.31859 0.43188 1.56994
H -0.62891 1.64226 2.12507
H -2.59254 -1.12407 -0.54092
H -2.98244 0.82392 2.32738
H -2.97006 0.12398 0.76908
Rb -0.26577 -0.92584 -1.72526
```

Energy relative to the best compared isomer or geometry (same formula, charge and spin), kJ/mol: 211.4
Spin multiplicity: 1
LUMO level (alpha / beta), Eh: -0.0493 / -0.0494
HOMO (alpha / beta), eV: -4.98 / -4.98
Molecular weight, g mol⁻¹: 136.5

[2]
Computed, not measured: a cluster of 2 separate species, C2H4N2 in total in a non-equilibrium geometry, with the ωB97M-V functional and the def2-TZVPD basis.

```
8
Properties=species:S:1:pos:R:3
C 1.40428 -0.05211 0.14754
C -2.00631 0.04267 -0.13759
N 2.58213 0.15707 -0.22543
N 0.27211 -0.33879 0.10793
H 3.29747 -0.06537 0.51155
H -1.72746 0.06761 -1.15736
H -1.92278 0.97782 0.30288
H -1.89943 -0.78890 0.45047
```

Energy relative to the best compared isomer or geometry (same formula, charge and spin), kJ/mol: 465.7
Spin multiplicity: 1
LUMO level (alpha / beta), Eh: -0.0879 / -0.0069
HOMO (alpha / beta), eV: -8.09 / -10.06
Molecular weight, g mol⁻¹: 56.1

[3]
Computed, not measured: an isolated molecule of C2H4N2 in a non-equilibrium geometry, with the ωB97M-V functional and the def2-TZVPD basis.

```
8
Properties=species:S:1:pos:R:3
N 2.34177 0.15689 0.55421
C 1.31171 -0.06621 0.17135
C 0.07171 -0.45796 -0.28506
N -0.83446 0.62244 0.28484
H -0.02162 -0.55718 -1.39330
H -0.29940 -1.35572 0.25019
H -0.97973 1.51023 -0.16523
H -1.58998 0.14751 0.58300
```

Energy relative to the best compared isomer or geometry (same formula, charge and spin), kJ/mol: 122.0
SMILES: N#CCN
Spin multiplicity: 1
LUMO level, Eh: 0.0265
HOMO, eV: -10.02
Molecular weight, g mol⁻¹: 56.1

[4]
Computed, not measured: an isolated molecule of C2H4N2 in a non-equilibrium geometry, with the ωB97M-V functional and the def2-TZVPD basis.

```
8
Properties=species:S:1:pos:R:3
C 0.17554 0.58247 -0.43657
C 0.65049 -0.64004 0.35642
N -2.37829 1.22945 0.26206
N -1.31762 0.92075 -0.23689
H 0.43090 0.52382 -1.51775
H 0.97034 -1.38842 -0.39974
H -0.10791 -1.01019 1.02937
H 1.57656 -0.21784 0.94310
```

Energy relative to the best compared isomer or geometry (same formula, charge and spin), kJ/mol: 342.1
Spin multiplicity: 1
LUMO level, Eh: 0.0104
HOMO, eV: -8.14
Molecular weight, g mol⁻¹: 56.1

[5]
Computed, not measured: a cluster of 2 separate species, C2H4N2O in total in a non-equilibrium geometry, with the ωB97M-V functional and the def2-TZVPD basis.

```
9
Properties=species:S:1:pos:R:3
C 1.68472 0.40647 -0.14893
C 0.33718 0.54371 -0.51236
N 2.76536 0.62475 0.21057
N -0.55187 0.87680 0.45498
O 0.64991 -1.80632 0.16950
H -0.12721 0.46283 -1.43336
H -1.41318 1.30196 0.30320
H -0.19257 1.10977 1.40384
H 1.10203 -2.34856 -0.57867
```

Energy relative to the best compared isomer or geometry (same formula, charge and spin), kJ/mol: 384.7
Spin multiplicity: 1
LUMO level (alpha / beta), Eh: -0.0402 / -0.0248
HOMO (alpha / beta), eV: -8.07 / -9.96
Molecular weight, g mol⁻¹: 72.1

[6]
Computed, not measured: an isolated molecule of C2H4N2O, with the ωB97M-V functional and the def2-TZVPD basis.

```
9
Properties=species:S:1:pos:R:3
N -2.85905 -0.13496 0.36876
C -1.73210 0.12079 0.36872
N -0.42961 0.42684 0.33190
C 0.53827 -0.46902 -0.27660
O 1.68716 0.32159 -0.44664
H -0.18906 1.39309 0.09084
H 0.76032 -1.32387 0.36865
H 0.19924 -0.82092 -1.25469
H 2.02483 0.48647 0.44908
```

Energy relative to the best compared isomer or geometry (same formula, charge and spin), kJ/mol: 92.7
SMILES: N#CNCO
Spin multiplicity: 1
LUMO level, Eh: 0.0221
HOMO, eV: -10.07
Molecular weight, g mol⁻¹: 72.1

[7]
Computed, not measured: a structure of composition C2H4N2O in a non-equilibrium geometry, with the ωB97M-V functional and the def2-TZVPD basis.

```
9
Properties=species:S:1:pos:R:3
C -0.56365 1.00654 -0.18240
C 0.34353 0.03903 -0.28692
N -1.53858 0.01226 0.07917
N -0.59922 -0.99280 -0.25167
O 2.81425 0.11513 0.00725
H -0.71657 2.02494 -0.03522
H -2.40217 0.11554 -0.44259
H -0.39888 -1.71082 0.45056
H 3.06129 -0.60982 0.66184
```

Energy relative to the best compared isomer or geometry (same formula, charge and spin), kJ/mol: 813.5
Spin multiplicity: 1
LUMO level (alpha / beta), Eh: -0.0807 / -0.0808
HOMO (alpha / beta), eV: -9.45 / -9.45
Molecular weight, g mol⁻¹: 72.1

[8]
Computed, not measured: an isolated molecule of C2H4N2O in a non-equilibrium geometry, with the ωB97M-V functional and the def2-TZVPD basis.

```
9
Properties=species:S:1:pos:R:3
N 2.30833 -0.96259 -0.17731
C 1.40529 -0.35732 0.15854
C 0.09114 0.28335 0.44130
N -0.93714 -0.49987 -0.03173
O -0.13018 1.69838 -0.17619
H -0.06073 0.35759 1.56438
H -1.22969 -1.38419 0.29765
H -0.93728 -0.51274 -1.06142
H -0.50974 1.37738 -1.01521
```

Energy relative to the best compared isomer or geometry (same formula, charge and spin), kJ/mol: 148.9
SMILES: N#C[C@H](N)O
Spin multiplicity: 1
LUMO level, Eh: 0.0237
HOMO, eV: -10.54
Molecular weight, g mol⁻¹: 72.1

[9]
Computed, not measured: a cluster of 2 separate species, C2H4N2O2 in total in a non-equilibrium geometry, with the ωB97M-V functional and the def2-TZVPD basis.

```
10
Properties=species:S:1:pos:R:3
C -0.28086 -0.13868 0.05528
C -1.34855 -0.90488 0.78509
N -0.00255 1.02237 0.34298
N 1.80478 1.29747 -1.03302
O 2.28248 2.35819 -1.03566
O 1.97119 0.21513 -1.52390
H 0.41576 -0.58470 -0.68823
H -1.74531 -1.76182 0.40329
H -2.04970 -0.19345 0.97599
H -1.04726 -1.30963 1.71818
```

Energy relative to the best compared isomer or geometry (same formula, charge and spin), kJ/mol: 686.2
Spin multiplicity: 1
LUMO level (alpha / beta), Eh: -0.0100 / -0.0258
HOMO (alpha / beta), eV: -9.67 / -9.58
Molecular weight, g mol⁻¹: 88.1

[10]
Computed, not measured: an isolated molecule of C2H4N2O2 in a non-equilibrium geometry, with the ωB97M-V functional and the def2-TZVPD basis.

```
10
Properties=species:S:1:pos:R:3
H -1.64849 0.32013 -1.80960
N -1.02565 1.12241 -1.57057
C -0.14875 0.95519 -0.63632
N -0.02611 -0.10007 0.23855
O -0.78411 -1.21950 -0.04632
C 1.09980 -0.39232 0.91277
O 1.36036 -1.53967 1.28555
H 0.53250 1.74746 -0.32114
H -1.04137 -1.49610 0.78013
H 1.68183 0.60244 1.16696
```

Energy relative to the best compared isomer or geometry (same formula, charge and spin), kJ/mol: 350.0
SMILES: [H]/N=C\N(O)C=O
Spin multiplicity: 1
LUMO level, Eh: 0.0235
HOMO, eV: -10.14
Molecular weight, g mol⁻¹: 88.1

[11]
Computed, not measured: an isolated molecule of C2H4N2O2, with the ωB97M-V functional and the def2-TZVPD basis.

```
10
Properties=species:S:1:pos:R:3
N -1.18612 1.13596 -0.52292
C 0.02956 0.84971 0.00839
O 0.97974 1.59349 0.01702
N 0.04477 -0.45989 0.63728
C 0.89897 -1.41435 0.12649
O 1.33864 -1.38518 -0.99837
H -1.24634 1.97006 -1.08526
H -1.86043 0.40205 -0.66351
H -0.09326 -0.45698 1.63460
H 1.09447 -2.23488 0.84627
```

Energy relative to the best compared isomer or geometry (same formula, charge and spin), kJ/mol: 57.7
SMILES: NC(=O)NC=O
Spin multiplicity: 1
LUMO level, Eh: 0.0255
HOMO, eV: -10.35
Molecular weight, g mol⁻¹: 88.1

[12]
Computed, not measured: an isolated molecule of C2H4N2O2 in a non-equilibrium geometry, with the ωB97M-V functional and the def2-TZVPD basis.

```
10
Properties=species:S:1:pos:R:3
C -0.68968 -0.56781 -1.00481
N -1.54573 -0.12150 -0.20608
O -1.13624 0.49694 0.88115
C 0.28674 0.44616 1.17740
O 1.20464 0.29658 0.18801
N 0.72504 -0.39058 -0.94124
H -1.04707 -1.07620 -1.92986
H 0.45793 -0.35927 1.97351
H 0.59365 1.36419 1.68372
H 1.15070 -0.08851 -1.82181
```

Energy relative to the best compared isomer or geometry (same formula, charge and spin), kJ/mol: 571.1
SMILES: C1=NOCON1
Spin multiplicity: 1
LUMO level, Eh: 0.0283
HOMO, eV: -8.74
Molecular weight, g mol⁻¹: 88.1

[13]
Computed, not measured: an isolated molecule of C2H4N2O2, with the ωB97M-V functional and the def2-TZVPD basis.

```
10
Properties=species:S:1:pos:R:3
H 2.14244 -0.40599 -1.14293
N 1.95690 -0.20054 -0.17475
C 0.74736 -0.02168 0.16854
O 0.56692 0.27840 1.46310
N -0.42379 -0.07717 -0.56849
C -1.71134 0.11621 -0.08374
O -2.68490 -0.01057 -0.78578
H 1.52489 0.29140 1.68143
H -0.36665 -0.36005 -1.53790
H -1.75182 0.38998 0.98053
```

Energy relative to the best compared isomer or geometry (same formula, charge and spin), kJ/mol: 97.5
SMILES: [H]/N=C(/O)NC=O
Spin multiplicity: 1
LUMO level, Eh: 0.0245
HOMO, eV: -10.23
Molecular weight, g mol⁻¹: 88.1

[14]
Computed, not measured: a cluster of 2 separate species, C2H4N2O2 in total in a non-equilibrium geometry, with the ωB97M-V functional and the def2-TZVPD basis.

```
10
Properties=species:S:1:pos:R:3
H 0.77704 0.58813 -1.16155
N 0.65432 -0.29676 -0.79402
C 1.34771 -0.72351 0.15740
O 0.65694 -1.07858 1.39053
H 2.30481 -0.49455 0.36769
H -0.26874 -0.96919 1.24400
N -1.09968 0.69729 0.58945
C -1.04818 0.92488 -0.72648
O -1.30261 0.86789 -1.93240
H -2.02161 0.48441 0.86539
```

Energy relative to the best compared isomer or geometry (same formula, charge and spin), kJ/mol: 486.8
SMILES: [H]/N=C/O.N=C=O
Spin multiplicity: 1
LUMO level, Eh: -0.0072
HOMO, eV: -9.52
Molecular weight, g mol⁻¹: 88.1

[15]
Computed, not measured: an isolated molecule of C2H4N2O2 in a non-equilibrium geometry, with the ωB97M-V functional and the def2-TZVPD basis.

```
10
Properties=species:S:1:pos:R:3
N -0.89729 -0.09343 1.33344
N -1.45186 0.47173 0.11755
C -0.61170 0.55565 -0.92151
C 0.74622 -0.00075 -0.92584
O 1.52187 0.67034 -1.63706
O 1.08763 -0.94183 0.05166
H -0.04842 -0.60977 1.42208
H -1.42460 0.03143 2.24704
H -0.99102 0.95101 -1.84055
H 2.06916 -1.03439 0.15319
```

Energy relative to the best compared isomer or geometry (same formula, charge and spin), kJ/mol: 314.5
SMILES: N/N=C\C(=O)O
Spin multiplicity: 1
LUMO level, Eh: 0.0037
HOMO, eV: -9.08
Molecular weight, g mol⁻¹: 88.1

[16]
Computed, not measured: an isolated molecule of C2H4N2O2 in a non-equilibrium geometry, with the ωB97M-V functional and the def2-TZVPD basis.

```
10
Properties=species:S:1:pos:R:3
H 2.46592 0.72998 -0.44446
N 2.04588 -0.27892 0.13080
C 0.81851 -0.08677 -0.06350
N 0.16106 1.05132 -0.01848
O -1.24030 0.82533 -0.17063
C -1.39931 -0.51223 0.19711
O -0.12704 -1.08499 -0.17625
H 0.31393 1.49516 0.96131
H -1.72340 -0.91996 1.20492
H -2.08153 -1.04074 -0.53472
```

Energy relative to the best compared isomer or geometry (same formula, charge and spin), kJ/mol: 488.3
SMILES: [H]/N=C1\NOCO1
Spin multiplicity: 1
LUMO level, Eh: 0.0247
HOMO, eV: -9.86
Molecular weight, g mol⁻¹: 88.1

[17]
Computed, not measured: an isolated molecule of C2H4N2O2 in a non-equilibrium geometry, with the ωB97M-V functional and the def2-TZVPD basis.

```
10
Properties=species:S:1:pos:R:3
N -1.20810 -0.93759 -0.35356
N -1.42351 0.26796 0.25523
C -0.55346 1.17400 0.21253
O 0.80627 1.12555 -0.23100
C 1.56673 0.02463 -0.11106
O 1.35668 -1.01498 0.44785
H -1.93985 -1.63163 -0.08177
H -0.28739 -1.34424 -0.12737
H -0.78829 2.11583 0.64380
H 2.47091 0.22046 -0.65465
```

Energy relative to the best compared isomer or geometry (same formula, charge and spin), kJ/mol: 263.4
SMILES: N/N=C\OC=O
Spin multiplicity: 1
LUMO level, Eh: 0.0332
HOMO, eV: -9.32
Molecular weight, g mol⁻¹: 88.1

[18]
Computed, not measured: an isolated molecule of C2H4N2O2 in a non-equilibrium geometry, with the ωB97M-V functional and the def2-TZVPD basis.

```
10
Properties=species:S:1:pos:R:3
C -0.49149 -1.26594 -1.23362
N 0.16594 -0.32690 -0.48682
O 1.40100 -0.16010 -0.66639
C -0.46759 0.29432 0.51988
N 0.60142 1.59348 1.14969
O -1.41075 -0.00137 1.16922
H -0.04839 -1.63824 -2.12826
H -1.63506 -1.29413 -1.19655
H 1.37155 1.21199 0.73813
H 0.51337 1.58688 2.13474
```

Energy relative to the best compared isomer or geometry (same formula, charge and spin), kJ/mol: 571.3
SMILES: C=[N+]([O-])C(N)=O
Spin multiplicity: 1
LUMO level (alpha / beta), Eh: -0.0524 / -0.0466
HOMO (alpha / beta), eV: -9.76 / -10.03
Molecular weight, g mol⁻¹: 88.1

[19]
Computed, not measured: an isolated molecule of C2H4N2O2S in a non-equilibrium geometry, with the ωB97M-V functional and the def2-TZVPD basis.

```
11
Properties=species:S:1:pos:R:3
O 1.88113 -0.32403 1.61963
C 0.82633 -0.87349 1.21014
N 0.19854 -0.39900 0.20165
O 0.89715 0.80260 -0.26833
C -1.09351 -0.57286 -0.21559
N -1.66729 0.07102 -1.16195
S -1.37767 1.35554 -2.27179
H 0.67509 -1.87627 1.59517
H 1.76509 0.78312 0.14106
H -1.57153 -1.35539 0.37319
H -0.53333 2.38876 -1.22320
```

Energy relative to the best compared isomer or geometry (same formula, charge and spin), kJ/mol: 453.2
SMILES: O=CN(O)/C=N\S
Spin multiplicity: 1
LUMO level, Eh: -0.0013
HOMO, eV: -8.71
Molecular weight, g mol⁻¹: 120.1

[20]
Computed, not measured: an isolated molecule of C2H4N2O2S in a non-equilibrium geometry, with the ωB97M-V functional and the def2-TZVPD basis.

```
11
Properties=species:S:1:pos:R:3
O 0.54506 -1.92965 -0.09708
C 0.26517 -0.74745 -0.18258
C 1.14643 0.40984 -0.38141
N 0.45179 1.52119 0.25788
S -1.13891 1.42481 -0.18990
N -0.98768 -0.28416 -0.18556
O -2.12149 -1.11888 0.12155
H 2.14066 0.12346 0.00485
H 1.06376 0.58485 -1.54925
H 0.52950 1.42978 1.22817
H -1.89428 -1.41379 0.97334
```

Energy relative to the best compared isomer or geometry (same formula, charge and spin), kJ/mol: 315.2
SMILES: O=C1CNSN1O
Spin multiplicity: 1
LUMO level, Eh: 0.0191
HOMO, eV: -8.99
Molecular weight, g mol⁻¹: 120.1

Table of energy (Eh), in record order: -185.304091; -187.940939; -188.071843; -187.988031; -263.216745; -263.327978; -263.053437; -263.306553; -338.391825; -338.519872; -338.631231; -338.435684; -338.616065; -338.467777; -338.533399; -338.467214; -338.552870; -338.435588; -736.632282; -736.684843